Entry 1:
ORCA calculation (ωB97M-V with the def2-TZVPD basis set) on an isolated molecule of C6H7FO in a non-equilibrium geometry.

Element x y z (Å)
C 2.902 -0.629 -0.019
C 1.506 -0.045 -0.036
C 1.154 1.264 0.025
C -0.304 1.328 0.051
C -0.603 -0.027 -0.063
C -1.846 -0.836 0.261
F -2.994 0.081 -0.204
O 0.443 -0.828 -0.077
H 3.105 -1.070 -1.063
H 3.510 0.392 0.182
H 3.229 -1.473 0.673
H 1.809 2.201 0.431
H -0.940 2.291 -0.029
H -1.922 -1.624 -0.496
H -2.241 -1.139 1.445

Calculated values
Maximum force: 4.4 eV/Å
HOMO energy: -0.3149 Eh
Charge: 0
SMILES: Cc1ccc(CF)o1
Kohn-Sham gap: 9.481 eV
E_tot: -11097.435 eV
Spin multiplicity: 1

---

Entry 2:
ORCA calculation (ωB97M-V with the def2-TZVPD basis set) on a cluster of 2 separate species, C3H9NO in total in a non-equilibrium geometry.

Element x y z (Å)
C -2.194 0.116 -0.166
N -0.992 0.438 0.194
C -0.079 -0.629 0.832
C 1.423 -0.815 0.379
H -2.630 -0.896 0.120
H -2.615 0.735 -0.964
H -0.490 -1.613 0.613
H -0.137 -0.490 1.930
H 1.838 -1.819 0.565
H 2.014 -0.003 0.789
H 1.344 -0.443 -0.655
O 1.068 2.092 -1.457
H 0.319 2.273 -0.794
H 1.131 1.054 -1.387

Calculated values
Maximum force: 3.4 eV/Å
HOMO energy: -0.3622 Eh
Charge: 0
SMILES: C=NCC.O
Kohn-Sham gap: 10.781 eV
E_tot: -6792.573 eV
Spin multiplicity: 1

---

Entry 3:
ORCA calculation (ωB97M-V with the def2-TZVPD basis set) on a cluster of 2 separate species, C4H10O in total in a non-equilibrium geometry.

Element x y z (Å)
C -0.120 0.609 -2.010
C -0.291 -0.516 -0.978
C -1.283 -0.104 0.105
C -0.795 0.500 1.190
H 0.287 1.517 -1.568
H 0.621 0.287 -2.740
H -1.067 0.863 -2.492
H 0.669 -0.751 -0.504
H -0.486 -1.484 -1.429
H -2.301 -0.368 -0.159
H -1.359 0.715 2.089
H 0.225 0.848 1.166
H 1.977 -1.033 1.747
H 1.915 -0.802 3.210
O 2.008 -0.282 2.373

Calculated values
Maximum force: 1.4 eV/Å
HOMO energy (spin up / spin down): 0.0414 / -0.2128 Eh
⟨S²⟩: 0.750
Charge: -1
Kohn-Sham gap (spin up / spin down): 2.870 / 9.670 eV
E_tot: -6355.403 eV
Spin multiplicity: 2

---

Entry 4:
ORCA calculation (ωB97M-V with the def2-TZVPD basis set) on a structure of composition CH3IOS2 in a non-equilibrium geometry.

Element x y z (Å)
C 0.500 0.666 -0.446
O -0.165 -1.823 -0.332
S -2.391 -0.126 0.277
S -0.551 -0.606 0.328
I 2.434 0.550 0.390
H 0.407 0.405 -1.549
H -0.057 1.711 -0.314
H -0.177 -0.777 1.645

Calculated values
Maximum force: 2.9 eV/Å
HOMO energy: -0.3546 Eh
Charge: 0
Kohn-Sham gap: 9.425 eV
E_tot: -32902.184 eV
Spin multiplicity: 1

---

Please write out number 2 again, unchanged.
ORCA calculation (ωB97M-V with the def2-TZVPD basis set) on a cluster of 2 separate species, C3H9NO in total in a non-equilibrium geometry.

Element x y z (Å)
C -2.194 0.116 -0.166
N -0.992 0.438 0.194
C -0.079 -0.629 0.832
C 1.423 -0.815 0.379
H -2.630 -0.896 0.120
H -2.615 0.735 -0.964
H -0.490 -1.613 0.613
H -0.137 -0.490 1.930
H 1.838 -1.819 0.565
H 2.014 -0.003 0.789
H 1.344 -0.443 -0.655
O 1.068 2.092 -1.457
H 0.319 2.273 -0.794
H 1.131 1.054 -1.387

Calculated values
Maximum force: 3.4 eV/Å
HOMO energy: -0.3622 Eh
Charge: 0
SMILES: C=NCC.O
Kohn-Sham gap: 10.781 eV
E_tot: -6792.573 eV
Spin multiplicity: 1

---

Question: What is the spin multiplicity in the second record?
Answer: 1

---

Question: Number 3 is which compound?
Answer: C4H10O